1.
Computed, not measured: CBr2F3OP in the gas phase, with ωB97M-V/def2-TZVPD.

Output
* SMILES string: O=P(Br)(Br)C(F)(F)F
* energy above the lowest of the compared OMol25 structures with the same formula, charge and spin: 0.0 kJ/mol
* LUMO: -0.502 eV
* HOMO-LUMO gap: 10.725 eV

```
! RIJCOSX wB97M-V def2-TZVPD def2/J DEFGRID3
* xyz 0 1
O 1.2588 -0.1785 -2.0154
P 1.3648 -0.1138 -0.5795
Br 2.4587 1.5957 0.1257
Br 2.3350 -1.7878 0.4135
C -0.5165 -0.0340 0.3729
F -1.5523 -0.4985 -0.3388
F -0.6309 1.2824 0.6549
F -0.4157 -0.7704 1.4347
*
```

Calculated atomic charges, method Mulliken, unit e:
1. O -0.519
2. P 0.648
3. Br -0.090
4. Br -0.114
5. C 0.672
6. F -0.194
7. F -0.212
8. F -0.192

---

2.
Computed, not measured: CBrCl2NO2 in the gas phase, with ωB97M-V/def2-TZVPD.

Output
* SMILES string: O=[N+]([O-])C(Cl)(Cl)Br
* energy above the lowest of the compared OMol25 structures with the same formula, charge and spin: 0.0 kJ/mol
* LUMO: -0.193 eV
* HOMO-LUMO gap: 10.940 eV

```
! RIJCOSX wB97M-V def2-TZVPD def2/J DEFGRID3
* xyz 0 1
O 1.0217 0.2731 1.5532
N 0.5479 0.6272 0.5503
O 0.6727 1.6899 0.0172
C -0.3272 -0.4572 -0.3178
Cl -0.6409 -1.7978 0.7681
Cl 0.6799 -0.7687 -1.7534
Br -1.9542 0.4335 -0.8176
*
```

Calculated atomic charges, method Mulliken, unit e:
1. O -0.500
2. N 0.811
3. O -0.463
4. C 0.300
5. Cl -0.070
6. Cl -0.082
7. Br 0.003

---

3.
Computed, not measured: 2 unconnected molecules or ions with the total composition CBrClFI, with ωB97M-V/def2-TZVPD.

Output
* energy above the lowest of the compared OMol25 structures with the same formula, charge and spin: 256.6 kJ/mol
* LUMO: -0.823 eV
* HOMO-LUMO gap: 8.230 eV

```
! RIJCOSX wB97M-V def2-TZVPD def2/J DEFGRID3
* xyz 0 1
C 0.5882 -0.0336 0.6073
F -0.5194 -0.1139 1.2516
Cl 0.3706 -0.8683 -2.7857
Br 1.6802 1.0571 1.5814
I -0.5146 0.9260 -1.9188
*
```

Calculated atomic charges, method Mulliken, unit e:
1. C -0.002
2. F -0.036
3. Cl -0.190
4. Br -0.041
5. I 0.269

---

4.
Computed, not measured: CBrClFNO2 in the gas phase, with ωB97M-V/def2-TZVPD.

Output
* SMILES string: O=[N+]([O-])[C@@](F)(Cl)Br
* energy above the lowest of the compared OMol25 structures with the same formula, charge and spin: 0.0 kJ/mol
* LUMO: -0.531 eV
* HOMO-LUMO gap: 10.834 eV

```
! RIJCOSX wB97M-V def2-TZVPD def2/J DEFGRID3
* xyz 0 1
O -0.7141 -1.6996 0.0775
N -0.7838 -0.5264 -0.1212
O -1.6980 0.1170 -0.5351
C 0.5149 0.2532 0.1499
F 1.1721 -0.3643 1.1227
Cl 1.4493 0.1792 -1.3675
Br 0.0596 2.0410 0.6737
*
```

Calculated atomic charges, method Mulliken, unit e:
1. O -0.498
2. N 0.867
3. O -0.488
4. C 0.387
5. F -0.147
6. Cl -0.095
7. Br -0.025

---

5.
Computed, not measured: CBrClFNO2 in the gas phase, with ωB97M-V/def2-TZVPD.

Output
* energy above the lowest of the compared OMol25 structures with the same formula, charge and spin: 181.9 kJ/mol
* LUMO (alpha / beta): -1.058 / -5.506 eV
* HOMO-LUMO gap (alpha / beta): 5.618 / 5.532 eV

```
! RIJCOSX wB97M-V def2-TZVPD def2/J DEFGRID3
* xyz 0 3
C -0.3439 -0.4246 -0.1852
N 0.7367 0.6395 0.2122
O 0.5449 1.7141 -0.1812
O 1.5997 0.2064 0.8768
F 0.2007 -1.2231 -1.1074
Cl -0.6691 -1.4372 1.2447
Br -2.0689 0.5248 -0.8599
*
```

Calculated atomic charges, method Mulliken, unit e:
1. C 0.429
2. N 0.869
3. O -0.465
4. O -0.559
5. F -0.158
6. Cl -0.103
7. Br -0.012

---

6.
Computed, not measured: 2 unconnected molecules or ions with the total composition CBrClOS, with ωB97M-V/def2-TZVPD.

Output
* SMILES string: O=C=S.ClBr
* energy above the lowest of the compared OMol25 structures with the same formula, charge and spin: 3.1 kJ/mol
* LUMO: -1.565 eV
* HOMO-LUMO gap: 9.106 eV

```
! RIJCOSX wB97M-V def2-TZVPD def2/J DEFGRID3
* xyz 0 1
O 1.6261 0.4894 2.1122
C 0.8863 0.1699 1.2873
S -0.2000 -0.2798 0.2955
Cl -1.1692 2.8225 -2.2808
Br -0.4534 3.2549 -4.2860
*
```

Calculated atomic charges, method Mulliken, unit e:
1. O -0.320
2. C 0.643
3. S -0.324
4. Cl -0.086
5. Br 0.087

---

7.
Computed, not measured: a molecular structure, CBrFS, with ωB97M-V/def2-TZVPD.

Output
* energy above the lowest of the compared OMol25 structures with the same formula, charge and spin: 52.3 kJ/mol
* LUMO (alpha / beta): -1.235 / -1.234 eV
* HOMO-LUMO gap (alpha / beta): 7.945 / 7.947 eV

```
! RIJCOSX wB97M-V def2-TZVPD def2/J DEFGRID3
* xyz 0 1
C -0.0291 0.1643 0.0968
F -0.4476 1.4032 -0.0501
S -1.1915 -1.2471 -0.0257
Br 1.6682 -0.3204 -0.0210
*
```

Calculated atomic charges, method Mulliken, unit e:
1. C 0.217
2. F -0.122
3. S -0.186
4. Br 0.091

---

8.
Computed, not measured: a molecular structure, CBrN3O4S, with ωB97M-V/def2-TZVPD.

Output
* energy above the lowest of the compared OMol25 structures with the same formula, charge and spin: 106.7 kJ/mol
* LUMO: -1.418 eV
* HOMO-LUMO gap: 10.001 eV

```
! RIJCOSX wB97M-V def2-TZVPD def2/J DEFGRID3
* xyz 0 1
C 1.1548 0.4353 1.0379
N 1.5891 0.3807 2.0930
N -1.2160 -0.7206 -0.0733
N -1.1042 0.5194 -0.4084
O -0.2517 -1.1934 0.4572
O -2.1506 -1.3112 -0.4052
O 1.0173 -0.3910 -1.4141
O 0.8306 2.0690 -1.0516
S 0.6661 0.7344 -0.6207
Br -2.1498 0.7679 -1.8818
*
```

Results of the Mulliken charge analysis, in e, for atoms 1 through 8:
1. C 0.406
2. N -0.323
3. N 1.309
4. N -0.300
5. O -0.610
6. O -0.652
7. O -0.460
8. O -0.494

---

9.
Computed, not measured: 2 unconnected molecules or ions with the total composition CBrNO3, with ωB97M-V/def2-TZVPD.

Output
* energy above the lowest of the compared OMol25 structures with the same formula, charge and spin: 255.2 kJ/mol
* LUMO: -0.537 eV
* HOMO-LUMO gap: 9.418 eV

```
! RIJCOSX wB97M-V def2-TZVPD def2/J DEFGRID3
* xyz 0 1
C -0.5518 -0.8328 0.0118
N 0.8163 0.6502 -0.0280
O -0.3729 -1.9796 -0.0031
O 1.9236 0.2489 -0.1220
O 0.2905 1.7010 0.0358
Br -2.1058 0.2122 0.1056
*
```

Calculated atomic charges, method Mulliken, unit e:
1. C 0.461
2. N 0.744
3. O -0.269
4. O -0.470
5. O -0.445
6. Br -0.021

---

10.
Computed, not measured: 3 unconnected molecules or ions with the total composition CCl2FNO, with ωB97M-V/def2-TZVPD.

Output
* energy above the lowest of the compared OMol25 structures with the same formula, charge and spin: 270.7 kJ/mol
* LUMO (alpha / beta): -5.262 / -5.257 eV
* HOMO-LUMO gap (alpha / beta): 4.954 / 4.959 eV

```
! RIJCOSX wB97M-V def2-TZVPD def2/J DEFGRID3
* xyz 0 1
C -0.2867 0.4466 1.0832
N -0.6579 1.6063 0.8963
O 0.0576 -0.5662 1.4488
F 0.2821 -1.1247 -1.8547
Cl 2.3909 -0.4103 -1.8691
Cl -1.3055 1.9761 -0.5903
*
```

Calculated atomic charges, method Mulliken, unit e:
1. C 0.617
2. N -0.296
3. O -0.291
4. F -0.287
5. Cl 0.289
6. Cl -0.032

---

11.
Computed, not measured: CCl2FNO in the gas phase, with ωB97M-V/def2-TZVPD.

Output
* energy above the lowest of the compared OMol25 structures with the same formula, charge and spin: 0.0 kJ/mol
* LUMO (alpha / beta): 0.085 / -2.420 eV
* HOMO-LUMO gap (alpha / beta): 9.376 / 9.456 eV

```
! RIJCOSX wB97M-V def2-TZVPD def2/J DEFGRID3
* xyz 0 3
C -0.5397 -0.0593 0.1717
N 1.0708 0.0485 0.0967
O 1.5307 0.3248 -0.9537
F -0.7149 -0.2085 1.5188
Cl -1.1339 -1.6110 -0.6189
Cl -1.4734 1.3647 -0.5462
*
```

Calculated atomic charges, method Mulliken, unit e:
1. C 0.486
2. N 0.100
3. O -0.226
4. F -0.157
5. Cl -0.108
6. Cl -0.095

---

12.
Computed, not measured: 2 unconnected molecules or ions with the total composition CCl2FNO2, with ωB97M-V/def2-TZVPD.

Output
* energy above the lowest of the compared OMol25 structures with the same formula, charge and spin: 259.8 kJ/mol
* LUMO (alpha / beta): -2.656 / -4.049 eV
* HOMO-LUMO gap (alpha / beta): 9.097 / 6.041 eV

```
! RIJCOSX wB97M-V def2-TZVPD def2/J DEFGRID3
* xyz 0 1
C 0.0153 0.0373 0.6392
N -0.4890 -0.6945 -0.4993
O -1.4901 -0.2557 -1.0069
O 0.1324 -1.6831 -0.8085
F -0.7757 0.9757 1.1049
Cl 1.3646 2.1533 -1.0192
Cl 1.2425 -0.5331 1.5898
*
```

Calculated atomic charges, method Mulliken, unit e:
1. C 0.220
2. N 1.016
3. O -0.511
4. O -0.536
5. F -0.087
6. Cl -0.110
7. Cl 0.008

---

13.
Computed, not measured: 2 unconnected molecules or ions with the total composition CCl2N2O2, with ωB97M-V/def2-TZVPD.

Output
* SMILES string: N#[N+][O-].O=C(Cl)Cl
* energy above the lowest of the compared OMol25 structures with the same formula, charge and spin: 300.5 kJ/mol
* LUMO: -1.906 eV
* HOMO-LUMO gap: 9.075 eV

```
! RIJCOSX wB97M-V def2-TZVPD def2/J DEFGRID3
* xyz 0 1
N -1.5330 0.2927 0.9630
N -2.6609 0.0005 0.8435
O -3.4138 -0.4304 0.0102
O 2.1849 -0.2087 -1.7895
C 1.5729 -0.0037 -0.7151
Cl 2.6055 -1.0435 0.6047
Cl 1.2445 1.3931 0.0833
*
```

Calculated atomic charges, method Mulliken, unit e:
1. N -0.125
2. N 0.546
3. O -0.423
4. O -0.347
5. C 0.571
6. Cl -0.218
7. Cl -0.004

---

14.
Computed, not measured: 2 unconnected molecules or ions with the total composition CCl3F2N, with ωB97M-V/def2-TZVPD.

Output
* energy above the lowest of the compared OMol25 structures with the same formula, charge and spin: 217.3 kJ/mol
* LUMO (alpha / beta): -3.185 / -3.924 eV
* HOMO-LUMO gap (alpha / beta): 8.511 / 7.642 eV

```
! RIJCOSX wB97M-V def2-TZVPD def2/J DEFGRID3
* xyz 0 1
C 0.3552 0.2082 0.2956
N -0.2729 -0.7920 -0.3329
F 0.0666 0.2641 1.6157
F -0.3378 -0.6831 -1.6738
Cl 0.2814 1.8709 -0.5197
Cl 2.2183 -0.4016 0.2604
Cl -2.6621 0.2927 0.2569
*
```

Calculated atomic charges, method Mulliken, unit e:
1. C 0.573
2. N -0.210
3. F -0.105
4. F -0.025
5. Cl -0.067
6. Cl -0.145
7. Cl -0.021

---

15.
Computed, not measured: 2 unconnected molecules or ions with the total composition CCl3F2N, with ωB97M-V/def2-TZVPD.

Output
* SMILES string: F/C(Cl)=N\Cl.FCl
* energy above the lowest of the compared OMol25 structures with the same formula, charge and spin: 57.3 kJ/mol
* LUMO: -1.862 eV
* HOMO-LUMO gap: 8.913 eV

```
! RIJCOSX wB97M-V def2-TZVPD def2/J DEFGRID3
* xyz 0 1
F 0.0794 -0.5296 1.0705
C 0.6973 -0.9385 -0.0122
Cl 1.1473 -2.6529 0.0460
N 1.2489 -0.2931 -0.9146
Cl 0.8775 1.3743 -0.9121
F -2.3178 1.0932 -0.3351
Cl -1.7325 1.9468 1.0575
*
```

Calculated atomic charges, method Mulliken, unit e:
1. F -0.138
2. C 0.561
3. Cl -0.117
4. N -0.225
5. Cl -0.065
6. F -0.201
7. Cl 0.185

---

16.
Computed, not measured: a molecular structure, CCl3FO2S, with ωB97M-V/def2-TZVPD.

Output
* energy above the lowest of the compared OMol25 structures with the same formula, charge and spin: 226.0 kJ/mol
* LUMO: -2.997 eV
* HOMO-LUMO gap: 7.437 eV

```
! RIJCOSX wB97M-V def2-TZVPD def2/J DEFGRID3
* xyz 0 1
C 0.3011 0.9550 -0.9283
O -0.3184 0.1574 -0.0157
O -1.1150 -2.5249 0.8882
F 0.2417 -1.2798 2.5021
S -1.0128 -1.2440 1.4530
Cl -0.4086 0.8229 -2.5128
Cl 0.1893 2.6344 -0.3360
Cl 2.1228 0.4790 -1.0505
*
```

Calculated atomic charges, method Mulliken, unit e:
1. C 0.467
2. O -0.611
3. O -0.253
4. F -0.175
5. S 1.033
6. Cl -0.115
7. Cl -0.142
8. Cl -0.204

---

17.
Computed, not measured: a molecular structure, CCl5O3Zr, with ωB97M-V/def2-TZVPD.

Output
* energy above the lowest of the compared OMol25 structures with the same formula, charge and spin: 1188.6 kJ/mol
* LUMO: 3.808 eV
* HOMO-LUMO gap: 3.280 eV

```
! RIJCOSX wB97M-V def2-TZVPD def2/J DEFGRID3
* xyz -3 1
Zr -0.0157 1.4225 0.2948
C -0.2375 -2.5669 -0.9504
O 0.6905 -2.7788 -1.7589
O -0.7621 -1.5270 -0.6131
O -0.3697 -3.6893 -0.3254
Cl -3.3582 2.4573 -0.1460
Cl 1.2179 4.5356 1.7179
Cl 2.9671 -0.0339 1.0496
Cl 0.8435 2.0243 -2.9659
Cl -0.9757 0.1562 3.6974
*
```

Results of the Mulliken charge analysis, in e, for atoms 1 through 8:
1. Zr 1.718
2. C 0.730
3. O -0.469
4. O -0.492
5. O -0.498
6. Cl -0.792
7. Cl -0.827
8. Cl -0.748

---

18.
Computed, not measured: 2 unconnected molecules or ions with the total composition CClF2N, with ωB97M-V/def2-TZVPD.

Output
* energy above the lowest of the compared OMol25 structures with the same formula, charge and spin: 437.3 kJ/mol
* LUMO (alpha / beta): -0.363 / -0.392 eV
* HOMO-LUMO gap (alpha / beta): 9.521 / 9.394 eV

```
! RIJCOSX wB97M-V def2-TZVPD def2/J DEFGRID3
* xyz 0 1
C -1.1141 0.5492 -0.1119
N 1.6370 -0.7114 -0.6559
F -1.6918 1.6606 -0.3112
F 2.4396 -0.6239 0.3183
Cl -2.3240 -0.6079 0.0797
*
```

Calculated atomic charges, method Mulliken, unit e:
1. C 0.108
2. N 0.021
3. F -0.058
4. F -0.022
5. Cl -0.050

---

19.
Computed, not measured: 2 unconnected molecules or ions with the total composition CClF3, with ωB97M-V/def2-TZVPD.

Output
* energy above the lowest of the compared OMol25 structures with the same formula, charge and spin: 434.1 kJ/mol
* LUMO (alpha / beta): -2.314 / -2.307 eV
* HOMO-LUMO gap (alpha / beta): 7.756 / 7.784 eV

```
! RIJCOSX wB97M-V def2-TZVPD def2/J DEFGRID3
* xyz 0 1
C -0.2605 -0.3142 0.0134
F -0.0243 -0.9207 -1.1019
F 1.3126 1.6748 -0.3262
F -1.3593 0.3081 -0.1011
Cl 0.3315 -0.7479 1.5158
*
```

Calculated atomic charges, method Mulliken, unit e:
1. C 0.687
2. F -0.065
3. F -0.658
4. F -0.060
5. Cl 0.096

---

20.
Computed, not measured: a molecular structure, CClF3NO2S, with ωB97M-V/def2-TZVPD.

Output
* LUMO (alpha / beta): 3.690 / 2.626 eV
* HOMO-LUMO gap (alpha / beta): 5.410 / 7.433 eV

```
! RIJCOSX wB97M-V def2-TZVPD def2/J DEFGRID3
* xyz -1 3
C -0.9851 -0.5075 0.0659
N 1.5964 0.0707 -0.8671
O -0.1835 1.7280 -1.0011
O 0.6830 1.3823 1.6245
F -0.5818 -1.7397 0.4141
F -1.5769 -0.6301 -1.1312
F -1.9251 -0.1342 0.9338
S 0.4266 0.7692 -0.1321
Cl 2.5463 -0.9386 0.0931
*
```

Results of the Mulliken charge analysis, in e, for atoms 1 through 8:
1. C 0.659
2. N -0.326
3. O -0.562
4. O -0.327
5. F -0.250
6. F -0.262
7. F -0.248
8. S 0.498

---

These records have max |F| values of 0.062 0.054 0.057 0.018 0.194 0.026 0.145 0.098 0.078 0.089 0.070 0.039 0.182 0.097 0.054 0.059 0.078 0.040 0.051 0.070 Eh/bohr, in the order they appear.
These records have E_tot values of -160612.0998 -101705.6846 -94416.6100 -91900.9300 -91895.6382 -96484.3664 -84630.1246 -94566.6127 -78707.6477 -32330.8831 -32332.8122 -34378.0234 -33152.0169 -45523.6623 -45525.3213 -56249.0910 -71066.8588 -20476.6850 -21707.6568 -38127.1183 eV, in the order they appear.